[1]
DFT (ωB97M-V with the def2-TZVPD basis set) results for a cluster of 2 separate species, C7H18ClNSi in total at a distorted geometry.

HOMO-LUMO gap	7.91	eV
spin multiplicity	1
E_LUMO	0.3	eV

Geometry (Å):
Cl (-2.817, -2.226, 0.351)
Si (-1.738, -0.759, -0.599)
N (-2.564, 0.701, -0.353)
C (0.720, -1.334, 0.869)
C (-3.256, 0.937, 0.814)
C (3.207, -0.684, 1.147)
C (1.432, 0.818, 0.088)
C (2.312, -1.131, -1.085)
C (-2.649, 1.779, -1.253)
C (1.877, -0.613, 0.243)
H (-3.677, 2.164, -1.211)
H (4.146, -0.132, 0.851)
H (0.721, -2.407, 0.566)
H (1.095, 1.167, 1.053)
H (3.156, -0.311, 2.177)
H (-2.036, 2.573, -0.987)
H (-3.316, 0.129, 1.466)
H (-1.500, -1.096, -1.965)
H (2.262, 1.611, -0.080)
H (2.830, -0.252, -1.466)
H (3.030, -1.838, -1.048)
H (-2.375, 1.340, -2.232)
H (0.866, -1.123, 1.933)
H (3.494, -1.736, 1.081)
H (1.516, -1.499, -1.780)
H (0.645, 1.067, -0.662)
H (-3.027, 1.809, 1.561)
H (-4.356, 1.048, 0.521)

[2]
DFT (ωB97M-V with the def2-TZVPD basis set) results for a structure of composition C7H18F2N3P at a distorted geometry.

HOMO-LUMO gap	8.11	eV
spin multiplicity	1
E_LUMO	0.7	eV

Geometry (Å):
P (0.393, 0.202, 0.109)
F (2.677, 2.149, 0.260)
F (1.506, 1.998, 2.035)
N (0.701, -1.164, -0.815)
N (-0.744, 1.167, -0.695)
N (-0.482, -0.585, 1.365)
C (1.958, -1.263, -1.480)
C (2.296, 1.254, 1.182)
C (-0.595, 2.622, -0.373)
C (-1.143, 1.021, -2.092)
C (0.361, -0.844, 2.525)
C (-1.918, -0.399, 1.519)
C (-0.123, -2.286, -0.845)
H (0.342, 2.930, -0.827)
H (-2.429, -1.293, 1.694)
H (-0.036, -2.989, -1.741)
H (2.674, -0.394, -1.500)
H (1.812, -1.414, -2.579)
H (-0.279, 2.594, 0.756)
H (-2.376, -0.075, 0.594)
H (-2.011, 1.627, -2.189)
H (-1.114, -1.960, -1.028)
H (2.600, -2.053, -1.216)
H (-0.301, 1.334, -2.741)
H (0.603, -0.075, 3.184)
H (-0.176, -2.785, 0.073)
H (-1.528, 0.089, -2.152)
H (-2.195, 0.419, 2.327)
H (-1.594, 3.021, -0.613)
H (-0.246, -1.601, 3.047)
H (1.365, -1.247, 2.215)

The DFT total energy results, record by record, are as follows: -29438.7511 -26740.5710 eV.
The highest occupied orbital energy results, record by record, are as follows: -7.61 -7.36 eV.